Record 1
Here is the molecule C23H28N4O2 at a distorted geometry from OMol25. Energies are from ωB97M-V with the def2-TZVPD basis set.

The geometry in XYZ format:
```
57
Properties=species:S:1:pos:R:3:forces:R:3
C -7.009091 -0.411472 -0.812302 0.2 0.0 0.3
H -8.077970 -0.345053 -0.626524 -0.1 0.0 0.0
H -6.743216 0.323077 -1.568561 0.0 0.1 -0.1
H -6.788012 -1.402116 -1.202896 0.0 -0.1 -0.1
C -6.237285 -0.154603 0.488599 -0.2 0.0 -0.1
N -4.798071 -0.280764 0.403161 0.0 0.1 -0.1
C -4.311261 -1.650117 0.301421 0.2 -0.1 0.4
C -3.627076 -2.084344 1.597315 -0.1 -0.1 -0.3
H -4.318714 -1.999511 2.431595 -0.1 0.0 0.1
H -3.295590 -3.116703 1.517145 0.1 -0.2 0.1
H -2.763733 -1.457968 1.802072 0.1 0.1 0.0
H -5.139976 -2.336656 0.096613 0.0 0.0 -0.1
H -3.602451 -1.739047 -0.527795 -0.1 0.0 0.0
C -4.162129 0.652003 -0.502540 0.3 0.0 0.2
C -2.728897 0.932865 -0.050951 -0.2 0.2 -0.3
H -2.747080 1.325562 0.967521 0.0 0.0 0.1
C -2.008920 1.903305 -0.988969 -0.4 -0.4 -0.1
N -0.613080 2.012118 -0.599474 0.1 -0.1 -0.1
C -0.165072 2.970557 0.250019 0.5 0.2 0.3
C 1.123046 2.942512 0.696697 0.1 0.0 0.1
C 1.970345 1.876772 0.320097 -0.7 -0.3 -0.5
C 1.529901 0.910503 -0.530705 0.6 0.0 0.1
C 0.193848 0.956694 -1.058489 0.1 0.3 0.1
O -0.261935 0.141556 -1.844408 0.0 -0.2 -0.1
C 2.344330 -0.309822 -0.865375 -0.1 0.1 0.1
C 3.741177 -0.144550 -0.305314 -0.9 0.9 0.2
C 4.078776 0.885692 0.504862 0.4 -0.2 -0.2
N 5.334872 1.102556 0.998908 -0.4 0.2 0.0
H 5.974873 0.326588 0.977449 0.0 0.0 0.0
H 5.408513 1.741968 1.772133 0.0 -0.1 0.0
O 3.222102 1.878590 0.873834 0.2 -0.2 0.0
C 4.692068 -1.123141 -0.611211 0.4 -0.3 0.0
N 5.476744 -1.929202 -0.852173 0.3 -0.2 -0.1
C 1.669639 -1.532413 -0.272555 -0.1 -0.2 -0.1
C 1.250785 -1.520391 1.051868 0.0 0.0 0.0
C 0.611130 -2.618972 1.595877 0.0 0.0 0.1
C 0.389994 -3.745048 0.821787 -0.1 -0.1 0.0
C 0.816673 -3.767751 -0.494620 0.0 -0.1 0.0
C 1.452779 -2.666627 -1.039494 0.0 0.1 0.1
H 1.775419 -2.683563 -2.069730 0.0 0.0 -0.1
H 0.648260 -4.644660 -1.102344 0.0 -0.1 0.0
H -0.113956 -4.601748 1.244989 0.0 -0.1 0.0
H 0.281371 -2.594716 2.624803 0.0 0.0 0.1
H 1.417541 -0.641615 1.661477 0.0 0.1 0.0
H 2.383858 -0.438331 -1.954563 0.0 0.0 0.1
H 1.502947 3.700577 1.358701 -0.1 0.1 0.1
C -1.093282 4.061996 0.683046 0.0 0.0 -0.1
H -0.582362 4.717762 1.381733 0.0 0.0 0.0
H -1.415578 4.657403 -0.170607 -0.1 0.0 0.0
H -1.976421 3.655809 1.172115 -0.1 0.0 0.0
H -2.019688 1.487819 -2.000556 0.0 0.2 0.1
H -2.483491 2.882573 -0.998557 0.1 0.0 0.0
H -2.165573 -0.000415 -0.044080 0.1 0.0 0.0
H -4.140681 0.285885 -1.543252 -0.1 0.1 0.0
H -4.732081 1.585335 -0.484430 0.0 0.0 -0.1
H -6.578819 -0.852951 1.256926 0.0 0.1 0.0
H -6.460121 0.858118 0.840517 -0.1 -0.1 0.1
```
Forces are in eV/Å.

The SMILES is CCN(CC)CCCn1c(C)cc2c(c1=O)[C@H](c1ccccc1)C(C#N)=C(N)O2. The frontier orbital gap comes out at 0.3211 Eh. Its net charge is 0. The multiplicity is 1. For the energy above the lowest of the compared OMol25 structures with the same formula, charge and spin, the calculation gives 47.6 kcal/mol.

Record 2
Here is a structure of composition C23H28N4O2Zr at a distorted geometry from OMol25. Energies are from ωB97M-V with the def2-TZVPD basis set.

The geometry in XYZ format:
```
58
Properties=species:S:1:pos:R:3:forces:R:3
N -1.156086 1.656870 -0.792784 0.2 3.8 -1.4
C -1.082702 2.704955 -1.338246 0.1 -2.8 1.3
C -0.829960 3.899011 -2.106021 -0.2 0.8 -0.4
H 0.231243 4.191016 -2.078403 -0.2 -0.3 0.2
H -1.388699 4.755159 -1.710722 -0.1 -0.1 0.1
H -1.116844 3.789809 -3.170887 -0.1 -0.2 0.5
N -3.738472 -2.114405 -1.227119 -0.2 -0.2 -1.0
C -4.389564 -2.466126 -2.118987 0.1 0.2 1.3
C -5.283413 -2.921339 -3.153156 -0.4 -0.3 -0.6
H -6.313574 -2.634316 -2.905704 0.2 0.0 0.0
H -5.237303 -4.014860 -3.235670 0.0 0.2 0.0
H -5.015896 -2.480438 -4.122421 -0.1 -0.1 0.2
N 1.243575 -2.083874 -1.300923 1.2 -1.3 0.0
C 2.075698 -2.841778 -1.608585 -0.8 1.1 -0.5
C 3.121952 -3.618499 -2.247761 0.4 -0.3 0.0
H 2.731980 -4.105480 -3.159310 0.0 0.2 0.3
H 3.566394 -4.402381 -1.612421 -0.3 0.3 0.0
H 3.932017 -2.924406 -2.534543 -0.3 -0.2 0.1
Zr -0.223469 -0.422279 -0.957264 -1.2 -1.9 4.0
C -1.216102 -2.428753 -2.146980 -1.6 -4.3 -1.3
O -1.592471 -3.440622 -2.538521 1.8 3.7 1.2
C -2.272651 0.049097 -2.181558 -4.8 0.9 -2.1
O -3.330517 0.299757 -2.553932 4.2 -0.5 1.2
C -2.567267 -0.033236 1.676996 0.7 -0.5 -0.2
C -1.163458 -0.241241 1.785621 0.7 -0.6 0.6
C -0.659598 -1.576555 2.039503 0.0 0.5 -0.7
C -1.541655 -2.670020 2.011016 0.1 0.3 -0.3
C -2.889203 -2.443147 1.695010 0.0 -0.3 0.3
C -3.393796 -1.148803 1.573146 -0.2 0.5 -0.1
H -2.982350 0.968945 1.731977 0.0 -0.1 -0.2
H -0.491682 0.584725 2.107334 -0.6 -0.5 -0.6
H 0.412649 -1.694299 2.301806 -0.9 -0.1 -0.2
H -1.218502 -3.683347 2.249078 0.1 0.3 -0.1
H -3.583879 -3.287476 1.600390 0.4 0.3 0.1
H -4.458716 -0.995091 1.407156 0.2 -0.1 0.1
C 1.463272 2.772499 2.486565 -0.1 0.3 0.2
N 2.313544 1.660849 2.988477 1.2 -0.3 -0.6
C 1.896735 1.102199 4.316891 -0.1 -0.1 0.3
C 2.696409 0.568314 1.959594 0.0 0.0 0.7
C 2.605607 1.031384 0.520828 0.2 0.4 -0.6
C 3.434009 2.004989 -0.076702 0.2 -0.3 0.8
C 3.265103 2.446000 -1.383355 -0.2 0.1 -0.4
C 2.234157 1.949220 -2.153134 -0.7 -0.3 -0.4
C 1.381718 0.999973 -1.595362 2.0 0.4 0.0
C 1.597570 0.510460 -0.281120 -2.2 -0.2 -1.5
H 0.534417 2.406572 2.038543 0.3 0.0 0.1
H 2.057879 3.353042 1.773594 -0.4 -0.1 0.1
H 1.234779 3.386710 3.358303 -0.1 0.1 -0.2
H 3.228895 2.091975 3.157692 -0.3 0.1 0.3
H 0.898803 0.645624 4.259772 0.3 0.2 -0.2
H 2.640804 0.358500 4.640089 -0.3 0.3 -0.1
H 1.878556 1.942302 5.020225 0.0 -0.3 -0.1
H 3.696529 0.243738 2.289523 -0.2 0.2 -0.4
H 2.046238 -0.292443 2.143862 -0.1 0.3 -0.2
H 4.232183 2.477820 0.489311 0.0 -0.2 0.1
H 3.903624 3.205131 -1.823585 0.1 -0.1 0.2
H 2.011914 2.262170 -3.158584 0.4 0.3 -0.3
H 0.569590 0.646416 -2.348531 1.4 0.8 0.2
```
Forces are in eV/Å.

The frontier orbital gap comes out at 0.2376 Eh. Its net charge is +4. The multiplicity is 1. For the energy above the lowest of the compared OMol25 structures with the same formula, charge and spin, the calculation gives 4.3 kcal/mol.

Record 3
Here is the molecule C23H28N4O3 from OMol25. Energies are from ωB97M-V with the def2-TZVPD basis set.

The geometry in XYZ format:
```
58
Properties=species:S:1:pos:R:3:forces:R:3
C -5.086452 -5.047991 0.677429 0.0 -0.2 0.1
H -5.444408 -5.659168 -0.149647 0.0 0.0 0.1
O -5.260875 -3.714179 0.267706 0.0 0.3 -0.1
C -4.873608 -2.718906 1.116459 0.0 0.2 0.0
C -4.334556 -2.913131 2.383941 -0.1 -0.2 -0.2
C -3.973547 -1.824688 3.155175 0.0 0.4 0.0
C -4.139490 -0.527714 2.683695 0.0 -0.3 0.0
C -4.677847 -0.329424 1.417370 0.0 0.1 0.2
C -5.040886 -1.417217 0.648789 0.0 -0.3 0.0
H -5.457285 -1.274961 -0.335433 0.0 0.0 -0.1
H -4.811546 0.661591 1.013471 0.0 0.1 0.0
O -3.720380 0.475278 3.529419 0.1 -0.2 0.1
C -3.921360 1.809139 3.129960 -0.1 0.3 -0.1
C -3.056381 2.254921 1.938587 -0.1 -0.3 0.4
O -3.369335 3.212284 1.263719 -0.1 0.2 -0.1
N -1.958997 1.483013 1.787729 0.1 -0.3 0.4
C -0.983128 1.495653 0.780640 0.2 0.0 -0.3
C -0.087331 0.437447 0.754966 0.0 0.2 -0.1
C 0.878564 0.429928 -0.240445 -0.1 0.7 -0.4
N 1.864704 -0.481431 -0.509195 0.3 -0.5 0.1
C 2.492517 -0.030286 -1.557561 -0.1 0.0 -0.1
N 1.990048 1.161521 -2.015280 0.1 -0.2 0.2
C 0.937267 1.478223 -1.189625 -0.3 -0.3 0.6
C 0.039894 2.532642 -1.155229 0.1 -0.1 -0.1
C -0.917253 2.530667 -0.162046 -0.1 0.2 0.0
H -1.637311 3.329095 -0.105148 0.0 0.0 0.0
H 0.072793 3.335702 -1.876232 0.0 0.1 -0.1
C 2.429488 1.908074 -3.159592 0.1 0.0 -0.3
H 3.516069 2.003036 -3.160646 0.0 0.0 0.0
H 2.116055 1.422686 -4.088696 0.0 0.1 0.0
H 1.992456 2.904235 -3.122386 0.1 0.0 0.0
C 3.658262 -0.703794 -2.183550 0.2 0.2 0.2
H 3.576976 -1.775749 -2.008455 0.0 0.1 -0.1
H 3.666318 -0.526004 -3.259725 0.0 -0.1 -0.1
C 4.974611 -0.215984 -1.554912 -0.1 -0.1 -0.2
N 6.099027 -0.903694 -2.163008 -0.2 -0.2 0.1
C 6.560737 -0.286301 -3.395984 0.1 0.0 -0.2
C 7.591697 0.798331 -3.002275 -0.1 0.0 0.0
H 7.133823 1.787694 -3.004860 0.1 0.0 0.0
H 8.424634 0.814592 -3.702415 0.0 0.1 0.0
C 8.033651 0.396775 -1.586776 0.0 -0.1 0.1
H 9.112026 0.277534 -1.506607 0.0 0.1 0.1
H 7.718750 1.140232 -0.854164 0.1 0.0 0.0
C 7.296995 -0.935656 -1.342148 0.2 0.0 0.1
H 7.911542 -1.769397 -1.694476 0.0 0.0 0.1
H 7.052525 -1.104468 -0.294694 0.0 -0.1 0.0
H 7.046807 -1.063030 -3.992707 0.0 0.1 -0.1
H 5.728386 0.114740 -3.972793 0.0 -0.1 -0.1
H 5.048899 0.880357 -1.643696 0.0 0.0 0.1
H 4.945750 -0.462660 -0.491974 0.0 0.1 0.0
H -0.137029 -0.363038 1.476608 0.0 -0.1 0.1
H -1.868016 0.718776 2.447174 -0.2 0.2 -0.1
H -4.972479 2.013176 2.893780 0.2 0.0 -0.1
H -3.642265 2.416114 3.997427 -0.1 0.0 -0.2
H -3.554818 -1.966975 4.139139 0.0 0.0 0.1
H -4.188655 -3.903508 2.784366 0.0 -0.1 0.0
H -4.032236 -5.276766 0.865269 0.0 0.0 0.0
H -5.673355 -5.274842 1.573663 0.0 0.0 0.0
```
Forces are in eV/Å.

The SMILES is COc1ccc(OCC(=O)Nc2ccc3c(c2)nc(CCN2CCCC2)n3C)cc1. The frontier orbital gap comes out at 0.3137 Eh. Its net charge is 0. The multiplicity is 1. For the energy above the lowest of the compared OMol25 structures with the same formula, charge and spin, the calculation gives 62.3 kcal/mol.

Record 4
Here is the molecule C23H28N4O3 from OMol25. Energies are from ωB97M-V with the def2-TZVPD basis set.

The geometry in XYZ format:
```
58
Properties=species:S:1:pos:R:3:forces:R:3
C -3.338629 1.533169 -2.661926 0.0 -0.1 0.2
H -2.366429 1.341870 -3.110052 0.1 0.0 -0.1
H -4.110079 1.123445 -3.307991 -0.1 0.0 -0.1
H -3.481608 2.608083 -2.584956 0.0 0.1 0.0
C -3.426456 0.895542 -1.278161 -0.2 0.1 -0.2
N -2.415439 1.405307 -0.388665 0.0 0.0 0.1
C -1.083638 1.052849 -0.364552 0.6 0.0 0.2
C -0.354579 0.165366 -1.127063 -0.1 0.3 0.2
C 0.993340 -0.000058 -0.827769 -0.1 0.3 0.3
C 1.612687 0.726533 0.212650 -0.4 -0.2 -0.3
C 0.870782 1.659888 0.939062 -0.2 0.0 0.0
C -0.470465 1.808628 0.647975 0.2 -0.4 -0.4
N -1.447920 2.603263 1.205854 -0.1 -0.1 0.0
C -2.652134 2.365211 0.571904 -0.2 0.0 0.1
O -3.716071 2.886316 0.828386 -0.4 0.2 0.0
C -1.284494 3.583651 2.247772 0.0 0.3 0.1
C -0.637066 4.862678 1.723738 -0.1 -0.2 0.1
H -0.520615 5.578123 2.533133 0.0 0.1 0.1
H 0.340846 4.650082 1.297649 0.1 0.0 0.0
H -1.262593 5.305874 0.953043 0.0 0.1 -0.1
H -0.681022 3.148972 3.050734 -0.1 0.0 0.0
H -2.286154 3.800114 2.628351 0.1 -0.1 0.0
H 1.329918 2.237155 1.723856 0.1 0.1 0.1
N 2.979513 0.527352 0.432777 0.4 0.0 -0.2
C 3.441233 -0.770700 0.909173 0.0 -0.3 0.1
C 4.952958 -0.582183 1.103035 0.0 0.0 0.0
H 5.277663 -1.022873 2.044143 0.0 -0.1 0.0
C 5.161674 0.941959 1.089752 -0.1 0.1 0.1
H 5.620092 1.253929 0.152225 0.0 0.0 0.0
C 3.743080 1.503047 1.181831 0.2 0.2 -0.1
H 3.433318 1.558175 2.238173 -0.1 0.0 0.0
H 3.643465 2.490231 0.728964 0.0 0.0 0.1
H 5.789273 1.284467 1.909798 0.0 0.0 0.0
H 5.511320 -1.058074 0.299106 0.0 0.0 0.0
H 3.208300 -1.562908 0.199270 0.0 0.0 0.1
H 2.961596 -1.020501 1.869288 0.0 0.0 -0.1
N 1.792938 -0.849488 -1.606749 0.4 0.3 0.0
C 1.499975 -2.062621 -2.146064 0.1 0.0 0.0
O 2.276173 -2.609896 -2.905355 -0.1 -0.1 -0.1
C 0.206480 -2.682082 -1.730439 -0.2 -0.4 0.1
C -0.143151 -2.769383 -0.393227 -0.1 -0.2 0.0
C -1.348626 -3.359795 -0.016111 0.1 0.0 -0.1
C -2.198359 -3.863421 -0.995999 -0.1 0.0 0.3
C -1.828689 -3.793838 -2.329908 0.1 0.1 -0.1
C -0.631694 -3.216763 -2.704692 0.1 0.1 -0.1
H -0.337392 -3.166126 -3.741326 0.0 0.0 -0.1
H -2.489876 -4.199199 -3.081480 -0.1 0.0 -0.1
H -3.141219 -4.317362 -0.734593 -0.1 0.0 0.1
O -1.597349 -3.384498 1.321964 0.3 0.1 -0.2
C -2.799773 -3.959977 1.773226 -0.2 -0.1 0.1
H -2.777612 -3.874529 2.858412 0.0 0.0 -0.1
H -2.869632 -5.016622 1.495701 0.0 0.0 0.0
H -3.672352 -3.422838 1.387467 0.0 0.0 0.0
H 0.502034 -2.387328 0.382200 0.1 0.1 0.1
H 2.727673 -0.504230 -1.795631 -0.1 -0.1 0.0
H -0.802189 -0.382387 -1.939081 -0.1 0.0 -0.1
H -3.312187 -0.191124 -1.349469 -0.1 0.1 0.1
H -4.390840 1.129525 -0.819355 0.1 -0.1 0.0
```
Forces are in eV/Å.

The SMILES is CCn1c(=O)n(CC)c2cc(N3CCCC3)c(NC(=O)c3cccc(OC)c3)cc21. The frontier orbital gap comes out at 0.2940 Eh. Its net charge is 0. The multiplicity is 1. For the energy above the lowest of the compared OMol25 structures with the same formula, charge and spin, the calculation gives 29.5 kcal/mol.

Number 1: lowest unoccupied orbital energy 0.0194 Eh. Number 2: lowest unoccupied orbital energy -0.5255 Eh. Number 3: lowest unoccupied orbital energy 0.0248 Eh. Number 4: lowest unoccupied orbital energy 0.0236 Eh.